Computed, not measured: the molecule C3H5ClN4O2, with wB97M-V/def2-TZVPD.

The calculation puts the HOMO-LUMO gap at 8.71 eV. The SMILES is CN1N=CN(Cl)[C@@H]1[N+](=O)[O-]. The value obtained for the energy relative to the best compared isomer or geometry (same formula, charge and spin) is 27.0 kJ/mol. As for the charge: 0. Its HOMO energy is -0.323 Eh.

CARTESIAN COORDINATES (ANGSTROEM)
C 1.359 1.339 -0.870
N 0.839 0.148 -0.284
N 1.170 0.094 0.957
C 0.245 -0.353 1.725
N -1.042 -0.339 1.156
Cl -2.360 0.103 2.134
C -0.865 -0.196 -0.280
N -0.932 -1.492 -0.913
O -1.363 -1.501 -2.030
O -0.637 -2.466 -0.253
H 2.474 1.308 -0.784
H 1.102 1.362 -1.922
H 0.991 2.250 -0.416
H 0.413 -0.801 2.641
H -1.393 0.543 -0.860

Computed, not measured: a structure of composition C76H158F24N12O19S8, with wB97M-V/def2-TZVPD.

The calculation puts the HOMO-LUMO gap at 9.77 eV. As for the charge: +4. Its HOMO energy is -0.560 Eh.

CARTESIAN COORDINATES (ANGSTROEM)
C -8.919 -9.394 -0.317
C -8.361 -8.188 0.401
C -7.635 -7.238 -0.468
N -7.011 -5.985 0.235
C -7.982 -5.299 1.185
C -5.728 -6.305 1.046
C -4.861 -5.085 0.903
C -5.446 -4.210 -0.266
C -6.538 -5.067 -0.882
H -8.057 -9.921 -0.697
H -9.679 -9.072 -1.085
H -9.476 -10.043 0.393
H -7.694 -8.540 1.202
H -9.287 -7.792 0.805
H -8.246 -6.790 -1.271
H -6.803 -7.729 -0.964
H -8.600 -4.592 0.660
H -7.456 -4.832 2.003
H -8.673 -6.067 1.656
H -5.927 -6.577 2.058
H -5.198 -7.091 0.513
H -4.797 -4.443 1.805
H -3.814 -5.296 0.706
H -5.812 -3.212 0.046
H -4.650 -4.025 -0.951
H -7.381 -4.460 -1.252
H -6.261 -5.790 -1.663
C 2.276 1.955 -2.114
C 1.147 0.836 -2.095
C 0.808 0.562 -0.638
C -0.700 0.230 -0.568
N -1.266 0.382 0.795
C -2.722 0.133 0.833
C -3.296 0.960 2.042
C -2.215 2.053 2.333
C -1.143 1.798 1.280
C -0.561 -0.517 1.801
H 2.661 2.164 -3.103
H 3.139 1.672 -1.482
H 1.905 2.928 -1.772
H 1.348 -0.174 -2.539
H 0.190 1.325 -2.510
H 1.072 1.423 -0.037
H 1.386 -0.302 -0.277
H -0.939 -0.819 -0.770
H -1.217 0.928 -1.226
H -2.858 -0.909 0.929
H -3.088 0.477 -0.161
H -3.375 0.297 2.939
H -4.340 1.312 1.973
H -1.927 2.114 3.402
H -2.773 2.968 2.133
H -0.128 1.985 1.632
H -1.232 2.421 0.351
H -0.551 -1.500 1.345
H -1.131 -0.515 2.704
H 0.440 -0.179 1.893
C -1.238 1.316 9.336
C -0.687 0.992 7.884
C -0.631 -0.524 7.640
C 0.116 -1.477 8.585
N 1.612 -1.703 8.574
C 2.309 -0.751 9.492
C 3.540 -1.520 9.970
C 3.225 -3.014 9.842
C 1.817 -3.051 9.194
C 2.200 -1.520 7.243
H -1.965 0.553 9.720
H -1.792 2.256 9.256
H -0.506 1.523 10.115
H 0.401 1.298 7.808
H -1.200 1.507 7.061
H -0.306 -0.734 6.629
H -1.637 -0.945 7.675
H -0.207 -2.465 8.262
H -0.133 -1.347 9.618
H 2.489 0.130 8.920
H 1.620 -0.549 10.268
H 4.430 -1.208 9.418
H 3.786 -1.080 10.944
H 3.974 -3.551 9.217
H 3.197 -3.503 10.808
H 1.788 -3.843 8.435
H 0.999 -3.219 9.888
H 2.356 -0.468 7.105
H 1.539 -1.947 6.538
H 3.174 -2.006 7.308
C -5.875 2.482 -8.741
C -4.380 2.378 -8.875
C -3.795 1.420 -7.889
C -2.339 1.807 -7.775
N -1.560 0.846 -6.898
C -0.211 1.312 -6.647
C 0.265 0.465 -5.487
C -0.964 -0.091 -4.806
C -2.161 0.698 -5.495
C -1.361 -0.445 -7.582
H -6.091 2.903 -7.754
H -6.441 1.601 -9.023
H -6.274 3.202 -9.437
H -3.954 3.359 -8.798
H -4.122 2.051 -9.923
H -3.818 0.371 -8.242
H -4.181 1.438 -6.884
H -2.212 2.767 -7.337
H -1.887 1.896 -8.749
H 0.492 1.278 -7.463
H -0.409 2.371 -6.397
H 0.842 -0.371 -5.930
H 0.849 1.028 -4.783
H -1.130 -1.143 -4.987
H -1.023 0.117 -3.737
H -3.091 0.106 -5.402
H -2.341 1.649 -5.025
H -1.172 -0.234 -8.633
H -2.335 -0.992 -7.589
H -0.570 -0.993 -7.060
C 4.921 -5.853 -1.078
C 4.933 -4.467 -0.552
C 4.214 -4.367 0.880
C 3.819 -2.895 1.260
N 4.369 -2.434 2.534
C 5.888 -2.434 2.566
C 6.274 -2.415 4.058
C 5.204 -3.300 4.770
C 4.030 -3.342 3.713
C 3.819 -1.110 2.860
H 5.532 -6.573 -0.540
H 5.122 -5.914 -2.144
H 3.873 -6.292 -1.100
H 4.436 -3.861 -1.337
H 5.981 -4.172 -0.362
H 4.783 -4.759 1.718
H 3.280 -4.909 0.885
H 2.708 -2.805 1.256
H 4.238 -2.245 0.488
H 6.394 -1.637 1.998
H 6.244 -3.376 2.123
H 6.103 -1.377 4.309
H 7.289 -2.677 4.284
H 4.791 -2.930 5.776
H 5.480 -4.341 4.967
H 3.164 -2.974 4.188
H 3.819 -4.353 3.348
H 2.750 -1.182 2.999
H 3.971 -0.480 2.024
H 4.335 -0.693 3.752
C 0.966 9.188 -5.729
C 2.397 9.266 -5.170
N 2.747 8.329 -4.019
C 1.543 8.079 -3.119
C 3.262 6.988 -4.507
C 2.367 6.160 -5.380
C 3.828 9.056 -3.243
C 4.650 8.246 -2.243
O 3.866 7.790 -1.163
C 4.718 7.313 -0.117
H 1.014 9.608 -6.732
H 0.325 9.800 -5.088
H 0.555 8.214 -5.851
H 2.540 10.282 -4.753
H 3.204 9.092 -5.953
H 0.812 7.469 -3.557
H 1.040 9.026 -2.842
H 1.940 7.630 -2.164
H 3.605 6.495 -3.609
H 4.206 7.196 -5.066
H 2.135 6.676 -6.302
H 1.531 5.810 -4.799
H 2.852 5.245 -5.718
H 3.256 9.802 -2.700
H 4.627 9.473 -3.864
H 5.442 8.892 -1.826
H 5.069 7.334 -2.710
H 4.999 6.234 -0.385
H 4.120 7.264 0.791
H 5.599 7.948 -0.004
C 6.505 -3.207 -4.474
C 7.183 -3.592 -5.750
N 6.461 -4.650 -6.548
C 7.404 -4.888 -7.727
C 6.313 -5.937 -5.860
C 5.515 -7.023 -6.552
C 5.095 -4.192 -7.069
C 5.055 -2.762 -7.516
O 5.993 -2.464 -8.571
C 6.079 -1.134 -9.047
H 5.403 -3.175 -4.646
H 6.967 -2.227 -4.270
H 6.816 -3.756 -3.593
H 8.183 -3.977 -5.413
H 7.286 -2.815 -6.475
H 7.685 -4.000 -8.249
H 6.938 -5.683 -8.333
H 8.283 -5.314 -7.255
H 5.705 -5.591 -4.999
H 7.281 -6.385 -5.649
H 4.465 -6.964 -6.157
H 5.793 -8.012 -6.246
H 5.594 -6.957 -7.574
H 4.404 -4.198 -6.223
H 4.798 -4.913 -7.858
H 5.195 -2.085 -6.677
H 4.023 -2.534 -7.865
H 6.759 -0.580 -8.428
H 5.097 -0.682 -9.151
H 6.494 -1.239 -10.041
C -6.486 7.423 6.889
C -7.003 7.367 5.459
N -7.444 6.017 5.016
C -8.614 5.591 5.808
C -7.816 6.188 3.571
C -8.399 4.978 2.895
C -6.413 4.944 5.246
C -5.025 5.137 4.646
O -5.062 4.963 3.254
C -4.166 5.870 2.585
H -6.311 8.459 7.111
H -5.495 6.897 6.928
H -7.224 6.977 7.608
H -6.241 7.593 4.708
H -7.881 8.023 5.219
H -9.146 4.710 5.409
H -9.213 6.444 6.057
H -8.251 5.293 6.804
H -6.995 6.621 3.023
H -8.551 7.004 3.713
H -7.664 4.117 2.910
H -8.488 5.211 1.836
H -9.410 4.687 3.126
H -6.807 3.931 5.053
H -6.354 5.057 6.368
H -4.411 4.342 5.121
H -4.651 6.121 4.987
H -4.083 5.509 1.573
H -3.187 5.818 3.022
H -4.463 6.918 2.670
C 3.177 3.387 2.202
F 2.406 4.093 1.359
F 4.089 2.642 1.568
F 3.872 4.215 2.967
S 2.143 2.267 3.282
O 0.971 3.030 3.644
O 1.917 1.110 2.387
N 3.043 1.895 4.480
S 3.158 2.456 5.900
O 3.268 3.835 5.972
O 2.311 1.773 6.816
C 4.799 1.756 6.258
F 5.020 0.614 5.613
F 5.784 2.601 5.802
F 5.086 1.405 7.494
C -0.249 -4.851 -1.176
F -1.376 -5.330 -1.717
F -0.597 -4.448 0.042
F 0.655 -5.878 -1.003
S 0.410 -3.422 -2.194
O -0.679 -2.518 -2.088
O 1.618 -3.042 -1.451
N 0.681 -3.913 -3.695
S 1.918 -4.755 -4.167
O 3.003 -3.949 -4.514
O 2.176 -5.992 -3.516
C 1.249 -5.234 -5.906
F 0.263 -6.163 -5.857
F 0.847 -4.220 -6.658
F 2.283 -5.814 -6.582
C 2.133 -6.561 5.601
F 1.051 -7.410 5.434
F 2.813 -7.027 6.651
F 2.877 -6.602 4.484
S 1.608 -4.841 5.765
O 0.607 -4.756 6.777
O 2.858 -4.217 6.019
N 1.164 -4.624 4.302
S 0.550 -3.391 3.647
O 0.534 -2.160 4.406
O 0.907 -3.245 2.267
C -1.352 -3.862 3.565
F -1.830 -3.662 4.847
F -2.055 -3.073 2.727
F -1.447 -5.141 3.272
C -0.878 5.032 -1.685
F -1.905 5.736 -1.125
F 0.113 5.907 -1.922
F -0.457 4.127 -0.809
S -1.634 4.082 -3.134
O -2.381 5.056 -3.807
O -0.549 3.528 -3.903
N -2.500 2.899 -2.336
S -3.942 2.931 -1.809
O -3.930 2.519 -0.457
O -4.743 4.066 -2.239
C -4.601 1.474 -2.823
F -4.594 1.786 -4.183
F -3.910 0.355 -2.762
F -5.888 1.121 -2.552